(1)
Density functional theory data (ωB97M-V with the def2-TZVPD basis set) for a structure of composition C13H23Cl3NNdO4P2 in a non-equilibrium geometry.

XYZ file:
```
47
C13H23Cl3NNdO4P2 | the Open Molecules 2025 dataset | ωB97M-V with the def2-TZVPD basis set
Nd 0.99791 0.01205 0.32430
P -0.16713 1.48833 2.39939
C -1.83760 1.86709 1.75764
C -1.90934 2.01333 0.23180
N -1.01701 1.39741 -0.59447
C -1.18836 1.51519 -1.94120
C -2.20691 2.29275 -2.48205
C -3.10911 2.94269 -1.64121
C -2.95249 2.78849 -0.26473
C -0.25796 0.81231 -2.94064
P 0.53006 -0.72595 -2.33275
H -3.63108 3.25375 0.45848
H -2.26181 2.37072 -3.57280
H -3.91694 3.55577 -2.04910
H -0.84727 0.53549 -3.83178
H 0.54584 1.50446 -3.25203
H -2.50502 1.03941 2.08024
H -2.17250 2.81198 2.21714
H -2.47298 -3.67633 1.10460
O -3.14742 -3.02962 1.41049
H -3.99664 -3.51360 1.26949
H 0.65394 -4.69633 -0.80512
O -0.13078 -5.27966 -0.83054
H 0.23358 -6.15972 -1.04516
C -0.61424 -2.04410 -2.84328
H -0.74092 -2.11093 -3.93417
H -0.26395 -3.00416 -2.43794
H -1.58642 -1.86071 -2.37064
C 2.05135 -0.96552 -3.31450
H 2.56287 -1.85552 -2.91399
H 1.86222 -1.09231 -4.39422
H 2.73231 -0.11520 -3.14991
C 0.63193 3.11597 2.59449
H 0.14062 3.75566 3.33953
H 1.67771 2.93846 2.88063
H 0.65777 3.63272 1.62843
C -0.36065 0.84231 4.09119
H 0.64182 0.55336 4.44182
H -0.81035 1.55493 4.80322
H -0.95987 -0.08029 4.05442
Cl 5.82561 -0.01850 1.97623
C 4.72283 -1.38384 1.93080
Cl 5.29879 -2.65906 0.83089
Cl 4.40342 -2.02087 3.56011
C 3.33367 -0.90121 1.34678
O 3.21793 0.31826 0.94948
O 2.34256 -1.71947 1.26063
```

Total charge: +2
Spin multiplicity: 4
Gap between HOMO and LUMO (spin up / spin down): 8.786 / 9.029 eV

***

(2)
Density functional theory data (ωB97M-V with the def2-TZVPD basis set) for a structure of composition C29H17F5MoN2O6SSe in a non-equilibrium geometry.

XYZ file:
```
62
C29H17F5MoN2O6SSe | the Open Molecules 2025 dataset | ωB97M-V with the def2-TZVPD basis set
Mo 0.03837 -0.43055 -0.44653
C 1.67681 1.55885 -3.69079
O 1.91139 2.86551 -3.16502
C 1.92492 3.08184 -1.82031
C 2.45308 4.29991 -1.41898
C 2.53834 4.63679 -0.07423
C 2.12807 3.73988 0.88586
C 1.58458 2.50134 0.52449
C 1.21562 1.56732 1.55468
N 0.73877 0.38665 1.34084
N 0.57249 -0.41608 2.43974
C -0.05255 -1.50700 2.10406
O -0.44046 -1.69555 0.86045
C -0.22834 -2.56395 3.10104
C -0.57780 -3.84714 2.68754
C -0.68042 -4.86991 3.61593
C -0.45015 -4.61623 4.96021
C -0.11745 -3.33240 5.37635
C -0.00078 -2.30945 4.45340
C 1.43259 2.18641 -0.85339
O 0.83565 1.06008 -1.19521
H 1.91820 1.63408 -4.75011
H 2.32327 0.81245 -3.22441
H 0.63783 1.25290 -3.57648
H 2.80852 4.97300 -2.18796
H 2.94666 5.59717 0.21181
H 2.22093 3.97215 1.94033
H 1.37611 1.84880 2.59209
H -0.74387 -4.02708 1.63332
H -0.92866 -5.87170 3.28889
H -0.52452 -5.41764 5.68487
H 0.05998 -3.13684 6.42654
H 0.26937 -1.30715 4.75365
S -1.26796 -1.97868 -3.32548
C -0.69701 -1.32305 -2.02156
F 2.04135 -5.78916 -4.93358
C 2.11118 -4.84663 -3.98661
C 1.27328 -4.89726 -2.88768
F 0.39227 -5.89891 -2.77843
C 1.36928 -3.93095 -1.90477
F 0.58165 -4.04864 -0.83687
C 2.27182 -2.87245 -1.98586
Se 2.42058 -1.53657 -0.64151
C 3.10780 -2.86052 -3.09993
F 4.01024 -1.88237 -3.23991
C 3.03491 -3.82329 -4.08829
F 3.86035 -3.78114 -5.14514
O -4.91248 1.63531 1.63449
C -4.30168 2.65270 0.97247
C -4.96223 3.84917 0.70608
C -4.31513 4.87603 0.03847
C -3.00563 4.71489 -0.38497
C -2.36163 3.50875 -0.15392
C -2.99314 2.47269 0.52369
C -2.23416 1.17665 0.71481
O -2.17749 0.60590 1.79168
O -1.64949 0.79409 -0.38185
H -5.78766 1.91311 1.91580
H -5.99465 3.96889 1.02018
H -4.84075 5.80332 -0.15358
H -2.49295 5.51662 -0.90040
H -1.34719 3.35506 -0.50004
```

Total charge: -1
Spin multiplicity: 2
Gap between HOMO and LUMO (spin up / spin down): 6.071 / 6.295 eV

***

(3)
Density functional theory data (ωB97M-V with the def2-TZVPD basis set) for an isolated molecule of C17H24N2O4 in a non-equilibrium geometry.

XYZ file:
```
47
C17H24N2O4 | the Open Molecules 2025 dataset | ωB97M-V with the def2-TZVPD basis set
C 1.94294 -1.66252 -1.43291
C 2.15471 -0.33168 -0.83147
C 3.11379 0.59017 -1.30516
C 3.31835 1.82710 -0.67067
C 2.70670 2.15434 0.53738
N 2.98914 3.43103 1.05210
O 3.33840 4.31787 0.19788
O 2.59991 3.65188 2.20618
C 1.72636 1.16717 0.93075
C 1.34245 0.04589 0.22528
C 0.24380 -0.59722 1.01215
N -1.07752 -0.53601 0.33732
C -1.99210 -1.70592 -0.01025
C -2.26370 -1.78275 -1.46751
C -3.59148 -2.57217 -1.72553
O -2.41958 -0.44928 -2.03886
C -1.42788 0.55648 -1.76504
C -1.61686 1.80911 -2.67265
C -1.39860 0.80520 -0.26887
C 0.39195 0.16595 2.39932
C 1.24327 -0.71258 3.31606
C -0.87910 0.40647 3.14559
O 1.02712 1.45047 2.09034
H 2.45984 -1.74787 -2.30603
H 0.90802 -1.90009 -1.72867
H 2.35401 -2.32081 -0.72249
H 3.66219 0.43122 -2.19418
H 4.05679 2.34573 -1.25178
H 0.48504 -1.62565 1.05842
H -1.44260 -2.51121 0.48148
H -2.83838 -1.73993 0.73066
H -1.32445 -2.30720 -1.84351
H -3.62537 -3.00058 -2.71552
H -4.41930 -1.80227 -1.66640
H -3.71311 -3.43002 -0.99998
H -0.51390 0.10093 -2.01452
H -1.06664 2.62396 -2.26409
H -2.67291 2.05967 -2.60370
H -1.38467 1.69934 -3.76531
H -2.37450 1.17635 0.06015
H -0.68952 1.50913 0.07771
H 1.56008 -0.23891 4.27146
H 0.56737 -1.61174 3.50952
H 2.16424 -1.09043 2.77511
H -1.33974 -0.60421 3.24689
H -0.72470 0.92930 4.03980
H -1.55985 1.02629 2.56354
```

Gap between HOMO and LUMO: 7.707 eV
Structure (SMILES): Cc1ccc([N+](=O)[O-])c2c1[C@H](N1C[C@@H](C)O[C@@H](C)C1)C(C)(C)O2

***

(4)
Density functional theory data (ωB97M-V with the def2-TZVPD basis set) for an isolated molecule of C3H7ClN2Si in a non-equilibrium geometry.

XYZ file:
```
14
C3H7ClN2Si | the Open Molecules 2025 dataset | ωB97M-V with the def2-TZVPD basis set
C 0.91366 -1.51950 -0.98116
C 1.50139 -1.68816 0.21011
C -0.95804 2.08290 -0.25366
N -0.09228 -0.68391 -1.07550
N -0.16831 -0.08427 1.63190
Si -0.91724 0.22478 0.15952
Cl -2.81731 -0.64047 -0.24945
H 1.27384 -1.96677 -1.85121
H 2.45598 -2.43584 0.25628
H 1.04361 -1.16949 1.04030
H -1.83644 2.51989 0.22466
H 0.04298 2.46944 0.19112
H -0.99062 2.45802 -1.32635
H 0.54879 0.43337 2.02344
```

Gap between HOMO and LUMO (spin up / spin down): 8.122 / 6.969 eV

***

no.,energy (eV)
1,-94943.89971
2,-137240.69648
3,-29183.24867
4,-26602.82686